# 1
The following is a DFT calculation (ωB97M-V with the def2-TZVPD basis set) of 12 unconnected molecules or ions with the total composition C2H31N2O11 in a non-equilibrium geometry.

Each line ends with the Mulliken charge.
Positions of all 46 atoms, in Å:
1 O -1.7674 -1.8727 -0.9299  -0.544
2 O -2.9941 2.7347 -0.6817  -0.688
3 O -3.8161 -1.1493 1.5673  -0.632
4 O 1.0460 -0.9871 -3.5579  -0.579
5 O 3.8347 -0.4882 1.4230  -0.684
6 O 1.4523 2.6295 2.5492  -0.619
7 O 0.0315 -3.8987 1.3169  -0.698
8 O -2.3092 -3.0998 2.2416  -0.626
9 O -1.7539 1.2567 -2.3407  -0.552
10 O -0.2592 4.0453 0.3129  -0.582
11 O 2.2759 -2.5731 0.6918  -0.591
12 N 0.3034 -0.2931 -0.5144  0.360
13 N 1.3540 2.1993 -1.7888  -0.554
14 C 2.0027 1.3945 -0.7560  -0.967
15 C 1.1662 0.6272 0.2818  -0.401
16 H -2.2448 2.2967 -0.2742  0.327
17 H -3.4920 3.4155 -0.2382  0.289
18 H 1.7527 -0.3595 -3.7328  0.313
19 H 0.6216 1.6480 -2.2315  0.176
20 H -2.4817 -3.9780 2.5999  0.301
21 H 2.9021 -3.1299 0.2253  0.235
22 H 4.3711 -0.6845 0.6449  0.312
23 H 1.4723 3.3497 3.1811  0.310
24 H -1.7152 1.0137 -3.2695  0.217
25 H -3.4081 -1.5494 2.3619  0.348
26 H -4.1497 -2.0126 1.2813  0.308
27 H -1.6474 -2.6398 -1.4897  0.264
28 H 0.7904 2.9370 -1.3717  0.397
29 H -0.3129 0.0351 -1.2679  0.037
30 H -2.6130 1.6969 -2.1881  0.343
31 H 0.3096 4.8211 0.2393  0.319
32 H 2.7558 0.7464 -1.2267  0.311
33 H 0.6451 -3.1985 1.5813  0.373
34 H 1.2200 3.0663 1.7231  0.282
35 H 0.5793 1.2956 0.9060  0.511
36 H 2.7549 2.0569 -0.2958  0.451
37 H -1.0728 4.3961 -0.0799  0.267
38 H -0.2695 -0.7549 0.1838  0.268
39 H 2.7468 -1.8948 1.2240  0.417
40 H -2.4642 -2.0424 -0.2825  0.270
41 H 1.9470 0.2401 0.9373  0.124
42 H 4.3931 0.1749 1.8581  0.291
43 H -1.4381 -3.2145 1.8174  0.391
44 H 0.4976 -4.4130 0.6480  0.263
45 H 0.9989 -1.5808 -4.3143  0.278
46 H 0.8977 -0.9904 -0.9664  0.363

Cartesian forces, eV/Å:
0.2 0.3 0.1
-0.3 -0.2 -1.5
-0.1 -0.8 0.4
-0.2 0.0 0.4
0.9 0.5 -0.2
0.2 -0.1 -0.2
0.0 0.0 0.1
0.1 -0.5 0.2
0.1 -0.2 -0.1
-0.1 0.5 -0.3
-0.3 0.8 0.1
0.9 -1.0 1.6
-0.8 -0.7 0.1
1.3 1.3 0.0
1.0 2.4 -1.6
-0.3 0.6 0.9
0.3 -0.1 0.9
0.1 0.0 -0.3
0.2 0.0 -0.4
0.0 0.1 0.1
0.3 0.1 0.2
-0.1 -0.2 -0.1
0.0 0.1 0.3
-0.1 0.0 0.0
0.3 0.9 -0.2
-0.4 0.4 -0.6
-0.3 -0.3 0.1
0.3 0.1 0.2
-0.3 0.8 0.3
0.4 -0.1 0.0
0.3 0.0 0.1
-0.6 -0.6 -0.3
0.3 -0.4 -0.3
-0.2 0.1 0.0
-0.5 -0.2 -0.3
-0.7 0.0 0.6
-0.1 -0.4 0.1
-0.5 -0.7 -0.6
0.1 -0.7 -0.4
-0.1 -0.1 0.0
-0.8 -1.2 -0.1
-0.4 -0.1 0.4
-0.3 -0.2 0.0
-0.1 0.2 0.1
0.1 0.1 0.0
-0.1 -0.3 0.2

Computed properties:
total energy	-1031.7102	Ha
max |F|	0.059	Eh/bohr
frontier orbital gap	10.0	eV
2S+1	1
total charge	+1

=====

# 2
The following is a DFT calculation (ωB97M-V with the def2-TZVPD basis set) of 16 unconnected molecules or ions with the total composition C2H37N2O15 in a non-equilibrium geometry.

Each line ends with the Mulliken charge.
Positions of all 56 atoms, in Å:
1 O -0.4472 0.6393 0.0724  -0.160
2 O 2.1403 -3.6577 -2.6184  -0.630
3 O -0.7598 3.5115 1.7877  -0.626
4 O -0.9103 -1.7007 -3.9850  -0.682
5 O -0.3534 0.7673 -4.9204  -0.668
6 O -2.1508 -2.0070 -1.4881  -0.633
7 O -1.2164 2.5252 -2.2992  -0.543
8 O 2.6670 -0.5293 2.7503  -0.620
9 O -2.7493 2.1839 0.1912  -0.666
10 O 2.8494 1.7104 1.2350  -0.507
11 O 0.8672 -2.1820 1.3279  -0.492
12 O -2.9034 0.5449 -2.0646  -0.726
13 O 1.2793 0.7813 -2.0152  -0.480
14 O 4.3315 0.2160 -0.6584  -0.554
15 O -1.6624 -2.1611 1.2650  -0.473
16 N 0.6176 1.4510 2.9902  0.152
17 N -1.4900 -1.4555 4.1266  -0.460
18 C -0.3549 0.5565 3.6084  -0.538
19 C -0.4954 -0.7913 3.4786  0.208
20 H 1.4115 -2.9136 1.0191  0.260
21 H -0.3092 1.2379 -4.0815  0.280
22 H -2.9493 -1.5423 -1.7880  0.313
23 H -3.2723 1.8612 -0.5431  0.329
24 H -2.1972 -2.0759 0.4544  0.285
25 H 0.5030 -1.6766 0.5730  0.213
26 H -1.1479 -1.7807 -3.0509  0.359
27 H 3.6583 1.3315 1.6044  0.238
28 H -2.1131 1.1334 -2.1254  0.316
29 H -0.6371 -0.1348 -4.6812  0.435
30 H -3.1217 0.3077 -2.9819  0.363
31 H -0.6837 3.3579 0.8432  0.242
32 H -2.3623 -2.9336 -1.3265  0.278
33 H -0.9725 0.9310 4.4603  0.285
34 H -1.3646 -3.0783 1.2869  0.294
35 H 2.4221 -3.2957 -3.4711  0.327
36 H -2.4044 -1.0964 4.2736  0.226
37 H -1.3829 -2.4587 4.1035  0.225
38 H 1.3398 -3.1412 -2.4684  0.300
39 H 0.4357 1.6498 2.0099  0.062
40 H 1.5618 0.9927 2.8814  0.414
41 H -1.0930 -2.4876 -4.5005  0.282
42 H -1.1566 0.1129 -0.3299  0.191
43 H 4.1504 -0.7096 -0.4947  0.308
44 H 3.5528 -0.6848 2.4228  0.254
45 H 0.2103 0.6881 -0.6635  0.286
46 H 5.2416 0.4373 -0.8589  0.281
47 H 0.6855 2.2994 3.5485  0.389
48 H -1.8696 1.7595 0.2207  0.228
49 H -1.6973 3.6445 1.9859  0.333
50 H 1.9014 0.1492 -2.3729  0.187
51 H 2.4046 -1.1346 3.4473  0.286
52 H 3.1430 2.5392 0.8418  0.255
53 H -1.2290 3.1662 -1.5666  0.237
54 H 1.5767 1.6447 -1.7324  0.231
55 H -1.8850 2.8593 -2.9177  0.337
56 H 0.3909 -1.3621 3.1944  -0.030

Cartesian forces, eV/Å:
0.3 -0.1 -0.4
-0.2 0.6 -0.3
0.3 0.2 0.4
0.5 0.4 -0.2
-0.3 0.1 0.0
0.0 -0.1 0.0
0.1 0.7 -0.1
-0.4 0.8 0.1
0.3 0.9 0.8
0.0 0.5 0.3
0.4 -0.2 -0.4
-0.2 -0.4 -0.6
-1.7 -0.4 0.2
-0.8 0.9 0.1
-1.0 -0.1 -0.4
1.3 -1.7 0.1
1.3 -1.1 -0.2
-1.8 -0.7 1.5
1.6 1.6 1.2
0.0 0.2 -0.4
0.2 0.0 0.0
0.2 0.0 0.2
0.2 -0.4 -0.2
0.3 0.0 0.5
0.3 -0.5 0.6
-0.3 -0.5 -0.1
-0.2 0.1 -0.3
-0.3 -0.2 0.0
0.2 0.3 -0.1
0.1 0.3 0.3
-0.4 0.1 0.0
-0.2 0.0 -0.3
0.5 0.6 -1.4
0.1 0.2 0.0
0.2 -0.3 0.1
-0.4 0.4 -0.1
-0.5 0.3 0.0
-0.1 -0.2 0.2
-0.8 0.5 0.0
-0.5 0.3 0.5
-0.2 -0.2 0.3
0.1 -0.2 0.3
0.7 -0.2 -0.2
0.1 -0.6 0.3
-0.2 -0.1 0.3
0.2 -0.8 0.0
0.1 0.1 -0.5
-0.7 -0.2 -0.3
0.1 -0.1 -0.4
0.8 0.7 0.1
0.6 -0.3 -0.1
0.0 0.0 0.0
-0.2 -0.4 -0.3
1.1 -0.2 -0.5
0.3 0.2 0.0
-1.0 -0.2 -0.8

Computed properties:
total energy	-1336.2387	Ha
max |F|	0.050	Eh/bohr
frontier orbital gap	8.2	eV
2S+1	1
total charge	+1

=====

# 3
The following is a DFT calculation (ωB97M-V with the def2-TZVPD basis set) of 17 unconnected molecules or ions with the total composition C2H37O17 in a non-equilibrium geometry.

Each line ends with the Mulliken charge.
Positions of all 56 atoms, in Å:
1 O -3.2753 0.1539 1.4144  -1.008
2 O 5.7833 -0.3199 0.2065  -0.638
3 O -0.0817 1.9528 3.1088  -0.778
4 O 0.1042 1.2562 -3.1136  -0.771
5 O -2.8210 2.7128 0.7994  -0.833
6 O 3.1895 0.0581 -0.3428  -1.027
7 O 2.1514 -1.9601 -1.6503  -0.721
8 O -0.3072 -1.3198 -2.5358  -0.859
9 O -1.2380 -0.7072 -0.1019  -1.029
10 O -1.4695 1.4927 -1.2014  -1.340
11 O -1.3058 -3.2705 -0.9150  -0.827
12 O 1.1676 -4.1278 -0.4343  -0.765
13 O 2.0587 1.6196 1.4766  -0.598
14 O 2.7267 0.8774 -2.8421  -0.816
15 O -4.6278 1.0012 -0.7276  -0.730
16 O -1.7897 0.0866 3.9952  -0.749
17 O -0.1277 2.9416 0.6113  -0.919
18 C -0.1564 -0.7035 0.7985  1.838
19 C -0.4236 -1.7801 1.8439  -1.822
20 H -1.3559 -3.0830 -1.8876  0.346
21 H 4.8871 -0.1835 0.0611  0.501
22 H -0.1844 -0.4903 -2.9232  0.475
23 H 1.2554 -1.6826 -1.9823  0.277
24 H -2.3729 0.0299 3.2657  0.308
25 H 1.7346 1.1597 -2.8747  0.482
26 H 2.7991 -0.8263 -0.6526  0.262
27 H 0.7895 1.5828 2.7910  0.427
28 H -0.5451 1.4333 -2.2356  0.457
29 H 2.7017 0.0094 -3.0499  0.279
30 H -0.4114 -2.7891 1.4149  0.292
31 H -0.2193 1.8163 -3.8089  0.200
32 H -3.0611 1.0654 1.3352  0.489
33 H 2.8620 2.1436 1.7830  0.210
34 H -2.2847 1.4404 -1.6279  0.303
35 H -1.1657 0.7228 3.7016  0.486
36 H 2.3987 0.9564 0.8679  0.463
37 H 0.2620 -3.7843 -0.6778  0.487
38 H 1.2310 -4.1202 0.5461  0.316
39 H -1.3952 -1.6651 2.3124  0.308
40 H -0.3820 2.4194 2.3312  0.430
41 H 0.7495 -0.9380 0.2448  -0.275
42 H -1.3521 0.2933 -0.5717  0.573
43 H -2.1014 3.0406 1.2995  0.288
44 H 2.0144 -2.8296 -1.2612  0.407
45 H -4.2732 0.4781 0.0227  0.420
46 H -1.4727 -2.3854 -0.5298  0.337
47 H 0.7675 2.5234 0.7430  0.307
48 H -4.6761 1.9535 -0.4171  0.309
49 H -2.3225 2.3585 0.0027  0.463
50 H 0.2492 -1.6823 2.6449  0.475
51 H -2.5663 -0.2887 0.8659  0.495
52 H -0.0596 0.2738 1.2859  -0.200
53 H 3.1236 0.5631 -1.1412  0.504
54 H -0.7213 -1.0127 -1.7014  0.589
55 H -0.4935 2.4507 -0.0955  0.618
56 H 6.0334 -0.9173 -0.4707  0.286

Cartesian forces, eV/Å:
0.2 -2.6 -0.1
3.0 0.2 1.4
1.5 -0.7 0.6
-0.4 0.1 1.3
-0.7 -0.6 -1.5
-0.4 -1.6 1.4
0.0 0.9 -0.6
-0.5 -1.9 1.2
-0.8 1.2 -0.9
2.2 -0.1 0.9
-0.4 0.0 -1.3
0.0 -0.2 0.7
1.5 1.9 1.5
-1.5 5.0 0.9
-0.3 1.6 -0.2
-0.4 -1.2 1.9
1.9 0.8 1.3
0.0 -0.6 0.8
-0.7 -0.2 -0.8
0.1 -0.3 1.2
-3.2 0.6 -0.4
0.5 2.4 -2.0
0.4 -0.3 0.1
-1.3 -0.3 -1.2
1.6 -0.4 -0.1
0.3 0.8 0.2
-1.2 0.5 0.5
0.5 -0.1 -1.0
0.0 -4.6 -1.1
0.3 0.2 0.1
-0.1 0.4 -0.4
0.3 2.0 0.1
-1.5 -1.1 -0.7
-2.5 -0.2 -1.2
1.3 1.3 -0.3
0.7 -0.9 -0.9
0.3 -0.3 0.6
-0.2 0.1 -1.1
-0.2 0.2 -0.1
-0.2 0.4 -0.6
0.3 0.1 0.1
0.1 -0.7 0.3
1.1 0.9 1.0
-0.2 -0.6 0.3
-0.2 0.4 0.1
0.0 -0.1 0.0
-0.7 0.6 0.0
0.2 -1.9 -0.3
-0.8 0.4 0.7
1.2 -0.1 1.0
-0.7 0.2 0.6
-0.1 -0.2 -0.1
-0.1 1.0 -1.4
0.0 -0.6 0.2
-0.8 -0.8 -1.6
0.5 -0.8 -0.9

Computed properties:
total energy	-1377.6229	Ha
max |F|	0.104	Eh/bohr
frontier orbital gap	10.2	eV
2S+1	1
total charge	-1

=====

Question: Which of these has the lowest total energy?
Answer: C2H37O17